1.
{
  "formula": "C28H33BrHgN5O5Sb2Se",
  "method": "the ωB97M-V functional and the def2-TZVPD basis",
  "orbital_gap_ev": [2.71, 2.70],
  "charge": -2,
  "multiplicity": 2,
  "max_force_ev_per_a": 5.8,
  "lumo_ev": [3.6, 3.6],
  "de_lowest_ev": 6.6072,
  "s_squared": 0.78,
  "symbols": ["Hg", "Sb", "Sb", "Br", "Se", "O", "O", "O", "O", "O", "N", "N", "N", "N", "N", "C", "C", "C", "C", "C", "C", "C", "C", "C", "C", "C", "C", "C", "C", "C", "C", "C", "C", "C", "C", "C", "C", "C", "C", "C", "C", "C", "C", "H", "H", "H", "H", "H", "H", "H", "H", "H", "H", "H", "H", "H", "H", "H", "H", "H", "H", "H", "H", "H", "H", "H", "H", "H", "H", "H", "H", "H", "H", "H", "H", "H"],
  "xyz": [[1.5286, 2.9288, 0.0783], [-0.9144, -1.9183, 3.3920], [-2.8959, -2.4255, -0.2160], [4.8447, 4.8144, -5.7994], [1.9540, 0.4939, -2.5431], [-2.1268, -0.8124, 0.9630], [0.2363, -0.0375, 2.8225], [1.1900, 6.4855, -1.0170], [-2.1539, 0.2905, -1.0279], [2.2109, 4.9693, 0.2438], [1.4936, 2.1906, -2.1827], [0.2877, 1.2743, 0.9086], [3.1322, 1.0250, 0.9794], [-0.3234, 3.6417, -2.7360], [0.5592, 0.1928, -3.6161], [-0.0994, 1.3523, -3.7699], [0.3664, 2.5103, -2.9264], [0.7037, -6.1993, 2.0505], [-1.3194, 1.5174, -4.5204], [3.1378, 6.7671, -2.8176], [0.2924, -6.2966, 0.7470], [2.0811, 5.6951, -0.8505], [-1.7667, -2.5735, -2.0659], [-3.1047, -4.5607, 0.8119], [-1.8579, 0.2468, 0.1693], [-4.9910, -2.0768, -0.5815], [-1.7861, -5.0728, 1.2615], [-1.7280, -0.4954, 4.8877], [4.8177, 4.5447, -3.0145], [3.1705, 5.7190, -1.8640], [4.6098, 5.4601, -4.0654], [-1.1993, 1.3565, 0.9281], [4.0894, 4.7240, -1.8519], [-1.9567, 2.7208, -4.3296], [-2.0570, -4.2585, 3.6935], [2.4035, 0.6388, 2.1190], [0.8319, -2.3633, 4.5934], [3.8500, 6.6515, -3.9926], [-0.0742, -5.5176, 3.0165], [-0.9523, -5.7316, 0.3406], [-1.4626, 3.7003, -3.4391], [-1.3526, -4.9512, 2.6256], [0.8709, 0.5727, 1.8655], [-2.0947, 0.2975, 4.1794], [-1.5269, -4.5546, 4.5871], [-1.8661, 4.7014, -3.3171], [1.7045, -6.6459, 2.2328], [-2.1062, -3.4807, -2.5853], [-0.8282, -0.0618, 5.3683], [3.7754, 7.3515, -4.8482], [2.5540, 1.4328, 2.8331], [0.5953, -2.9921, 5.4633], [0.8814, -6.8614, -0.0211], [-5.5840, -2.8880, -0.1984], [0.2923, -5.4502, 4.1006], [-2.9400, 2.8669, -4.8240], [-1.4394, 1.3577, 2.0121], [2.5941, -0.3324, 2.5652], [-3.6709, -5.1862, 0.0827], [-1.5966, 2.2770, 0.5517], [1.1822, -1.4678, 5.0603], [-0.7405, -2.7396, -1.8207], [-1.8935, -1.6475, -2.6717], [2.4651, 7.5840, -2.5926], [5.3994, 3.6890, -3.2625], [-3.0657, -3.9622, 3.8294], [4.1876, 4.0289, -0.9756], [-5.0734, -1.1468, 0.0339], [4.1539, 1.1274, 1.1344], [1.5287, -2.9168, 3.9792], [-2.4992, -0.8294, 5.5927], [-1.6569, 0.6833, -5.0811], [-1.2481, -5.8166, -0.7224], [-3.7961, -4.1470, 1.5763], [-5.3052, -1.8438, -1.6849], [3.0778, 0.3802, 0.1529]]
}

2.
{
  "formula": "C28H33BrN8O3S2Zn",
  "method": "the ωB97M-V functional and the def2-TZVPD basis",
  "orbital_gap_ev": [6.21, 6.21],
  "max_force_ev_per_a": 2.6,
  "lumo_ev": [-0.9, -0.9],
  "symbols": ["Br", "Zn", "S", "S", "O", "O", "O", "N", "N", "N", "N", "N", "N", "N", "N", "C", "C", "C", "C", "C", "C", "C", "C", "C", "C", "C", "C", "C", "C", "C", "C", "C", "C", "C", "C", "C", "C", "C", "C", "C", "C", "C", "C", "H", "H", "H", "H", "H", "H", "H", "H", "H", "H", "H", "H", "H", "H", "H", "H", "H", "H", "H", "H", "H", "H", "H", "H", "H", "H", "H", "H", "H", "H", "H", "H", "H"],
  "xyz": [[-0.0861, -9.0030, -0.0753], [0.0353, -0.4148, 0.2315], [2.3468, -0.2139, -0.3087], [-2.9352, -0.9928, -0.9877], [-2.1276, -0.8321, 0.2501], [-0.1509, -2.1827, -1.0978], [0.2921, -2.3065, 1.0442], [1.0605, 2.0411, -1.1185], [1.2572, 0.1314, 4.4093], [0.0105, 1.6657, -0.5014], [-0.2062, 0.1674, 2.4712], [4.1564, 1.0630, -2.1837], [3.0468, 1.7280, -2.0449], [-0.9977, -0.7036, 4.5972], [-0.6086, 1.6626, 4.3397], [5.0423, 2.6320, -3.7845], [-1.0584, -0.8251, 3.1513], [-4.6710, -0.8589, -0.3719], [-3.2079, 3.3253, 0.0858], [0.0399, -4.3392, -0.0975], [0.7724, 1.4551, 4.7698], [-0.6725, 1.4934, 2.8966], [-2.2746, 2.3420, -0.1732], [2.1278, 1.2528, -1.2298], [0.0685, -2.8413, -0.0614], [-0.5357, 4.0080, -0.1665], [7.2488, 2.2877, -4.6684], [6.3373, 0.7026, -3.1098], [-0.9253, 2.6688, -0.3002], [-0.1860, -6.4129, 1.1094], [0.3906, -0.8686, 5.0177], [-0.1525, -5.0319, 1.0940], [0.1843, -6.4277, -1.2774], [6.0810, 3.0331, -4.5982], [0.2034, -5.0445, -1.2830], [-0.0188, -7.0986, -0.0828], [7.3663, 1.1206, -3.9298], [5.1676, 1.4644, -3.0246], [1.1716, -0.0083, 2.9690], [-1.4324, 0.6352, 4.9700], [-1.4739, 4.9796, 0.1094], [-3.0630, -2.7822, -1.3332], [-2.8144, 4.6471, 0.2363], [8.2691, 0.5335, -3.9957], [0.8246, 1.5763, 5.8551], [-5.3394, -1.0762, -1.1959], [1.8170, 0.7411, 2.5020], [8.0655, 2.6158, -5.2922], [-2.5730, 1.3169, -0.3053], [-3.3186, -3.3246, -0.4286], [4.1248, 3.1937, -3.7247], [-0.7232, -1.8200, 2.8637], [-1.1581, 6.0062, 0.2284], [0.3420, -6.9790, -2.1919], [-0.3237, -6.9492, 2.0370], [1.4108, 2.2065, 4.2965], [-2.0893, -0.6822, 2.8168], [-0.0536, 2.2633, 2.4279], [5.9849, 3.9350, -5.1834], [-4.2509, 3.0574, 0.1680], [0.4504, -0.7749, 6.1062], [0.7369, -1.8619, 4.7202], [-4.8468, 0.1542, -0.0293], [-1.3641, 0.7457, 6.0578], [-0.2701, -4.4732, 2.0098], [0.5079, 4.2618, -0.2781], [4.2656, 0.2019, -1.6327], [-3.5436, 5.4173, 0.4414], [6.4292, -0.2136, -2.5445], [-1.7077, 1.6236, 2.5699], [-3.8151, -2.9214, -2.1016], [0.3658, -4.5050, -2.2046], [1.5217, -1.0009, 2.6818], [-4.8122, -1.5555, 0.4469], [-2.4734, 0.7678, 4.6608], [-2.0894, -3.0942, -1.6954]]
}

3.
{
  "formula": "C28H33Cl5CrN4OPS",
  "method": "the ωB97M-V functional and the def2-TZVPD basis",
  "orbital_gap_ev": [6.77, 6.58],
  "charge": 2,
  "multiplicity": 4,
  "max_force_ev_per_a": 0.6,
  "lumo_ev": [-6.6, -6.9],
  "de_lowest_ev": 0.0000,
  "s_squared": 3.80,
  "symbols": ["Cr", "Cl", "Cl", "Cl", "Cl", "Cl", "S", "P", "O", "N", "N", "N", "N", "C", "C", "C", "C", "C", "C", "C", "C", "C", "C", "C", "C", "C", "C", "C", "C", "C", "C", "C", "C", "C", "C", "C", "C", "C", "C", "C", "C", "H", "H", "H", "H", "H", "H", "H", "H", "H", "H", "H", "H", "H", "H", "H", "H", "H", "H", "H", "H", "H", "H", "H", "H", "H", "H", "H", "H", "H", "H", "H", "H", "H"],
  "xyz": [[0.0196, -0.9123, -0.4691], [1.9993, -0.8457, -1.8675], [2.8146, -2.0941, 3.2113], [4.9366, -1.7092, -2.6310], [5.7654, -2.9540, 2.5648], [6.8467, -2.7767, -0.3616], [-1.2117, -1.1387, -2.5989], [-0.2946, 1.6514, -0.3170], [1.3503, -1.1497, 0.8745], [0.0550, -3.4193, -2.0754], [-0.1311, -2.9506, -0.7890], [-1.1016, -1.6058, 1.1653], [-0.5177, -3.0802, -4.2684], [1.0381, 3.8982, 1.0252], [-4.2954, 1.2269, 0.3161], [0.9980, 2.3700, 0.8607], [3.4460, -2.0064, 1.6132], [2.3984, 1.9553, 0.3859], [4.7537, -2.3811, 1.3153], [-0.5175, -2.6443, -3.0243], [-0.4075, 2.5756, -1.9762], [-2.9785, 1.0604, -0.0778], [-0.5140, -3.7067, 0.1688], [-1.7247, 2.2053, -2.6733], [0.7711, 2.1836, -2.8745], [-2.3245, 2.9590, 1.2293], [-1.9676, 1.9199, 0.3702], [-4.6316, 2.2645, 1.1759], [-3.6446, 3.1252, 1.6310], [-1.8031, -1.4212, 3.4429], [-0.4354, 4.0984, -1.7996], [0.7502, 1.7163, 2.2340], [-1.5157, -0.8719, 2.1957], [-1.1949, -3.5470, 2.5648], [-0.9361, -2.9384, 1.3645], [-0.6200, -5.1882, 0.1371], [-1.6373, -2.7714, 3.6360], [3.1156, -1.4837, -0.6710], [2.5990, -1.5431, 0.6098], [5.2445, -2.3021, 0.0043], [4.4114, -1.8392, -1.0043], [-1.6614, 2.5614, -3.7044], [-1.8451, -3.2277, 4.5955], [3.1298, 2.4436, 1.0360], [-0.8113, 4.5277, -2.7320], [-1.9369, 1.1387, -2.7143], [-0.9119, -2.4972, -4.9910], [0.5488, 4.5214, -1.6255], [0.6992, 2.7452, -3.8094], [0.7521, 1.1230, -3.1347], [0.0767, 4.3834, 1.1609], [-1.5896, -5.5017, 0.5239], [1.6366, 4.0995, 1.9178], [2.6132, 2.2754, -0.6346], [-0.1412, -3.9754, -4.5408], [-0.5004, -5.6125, -0.8549], [0.7261, 0.6279, 2.1731], [0.3343, -4.3750, -2.2394], [-5.0586, 0.5503, -0.0477], [-1.5862, 3.6470, 1.6087], [1.7369, 2.4221, -2.4284], [-2.5758, 2.6960, -2.2020], [-1.6222, 0.1880, 2.0314], [-2.1450, -0.7726, 4.2385], [-0.1630, 2.0719, 2.7105], [-1.1134, 4.4187, -1.0066], [1.5445, 4.3775, 0.1920], [-1.0469, -4.6125, 2.6768], [2.5599, 0.8850, 0.4676], [-3.8976, 3.9371, 2.3006], [-2.7370, 0.2388, -0.7430], [0.1503, -5.6165, 0.7831], [-5.6594, 2.4029, 1.4863], [1.5857, 1.9791, 2.8885]]
}

4.
{
  "formula": "C28H33ClN5O3",
  "method": "the ωB97M-V functional and the def2-TZVPD basis",
  "orbital_gap_ev": 3.72,
  "charge": 1,
  "max_force_ev_per_a": 9.3,
  "lumo_ev": -5.8,
  "symbols": ["Cl", "O", "O", "O", "N", "N", "N", "N", "N", "C", "C", "C", "C", "C", "C", "C", "C", "C", "C", "C", "C", "C", "C", "C", "C", "C", "C", "C", "C", "C", "C", "C", "C", "C", "C", "C", "C", "H", "H", "H", "H", "H", "H", "H", "H", "H", "H", "H", "H", "H", "H", "H", "H", "H", "H", "H", "H", "H", "H", "H", "H", "H", "H", "H", "H", "H", "H", "H", "H", "H"],
  "xyz": [[2.1755, -1.2024, -1.2316], [-1.0715, -2.3910, -0.1841], [-1.2543, -4.2634, 3.0618], [-1.9054, -0.1717, -0.6506], [3.0631, 0.8733, -10.0998], [2.6078, 1.3856, 2.4393], [-4.4087, -4.5212, 3.4402], [-0.5821, -0.1982, -3.6993], [-2.3409, 4.7254, 5.0334], [4.4578, 0.3693, 0.6179], [-0.4396, -3.1302, 0.9192], [1.7346, -0.2211, 0.2979], [-0.8417, 0.1408, -5.8809], [2.9008, 0.5753, 1.1925], [-5.5188, -4.9018, 2.7320], [0.9701, 2.3757, 4.3452], [-0.9725, -0.9335, -0.0153], [2.7297, -0.8798, -8.7744], [0.5295, -0.0952, -5.6215], [-2.4377, 5.2570, 6.2931], [5.1677, -1.6194, 2.4105], [1.1731, 1.4982, 2.9359], [-1.5056, 0.0677, -4.6766], [0.6610, -0.3044, -4.2669], [-1.9856, 5.7122, 4.1510], [-6.1657, -3.6408, 4.4792], [-1.8459, 6.8854, 4.8582], [-1.3356, -3.1384, 2.3206], [4.8262, -1.2192, 0.9894], [4.2601, 0.2117, -10.0102], [4.0828, -0.8798, -9.1895], [2.1226, 0.2120, -9.3536], [0.1745, -0.1158, 0.8222], [-2.1316, 6.5972, 6.2141], [-0.0970, 0.7745, 2.1771], [-4.7939, -3.7565, 4.5104], [-6.6245, -4.3662, 3.3537], [-1.8617, 5.4954, 3.0984], [1.0937, 1.6459, 5.2796], [1.5305, -0.5179, -3.6598], [-2.5066, 3.7568, 4.7926], [-1.1693, 0.9127, 2.6281], [2.2496, -1.5991, -8.1235], [1.1048, 0.5746, -9.2978], [-0.0908, 2.8711, 4.2952], [5.1379, 1.1349, 1.1860], [4.7686, -2.0182, 0.1170], [-1.2962, 0.3411, -6.8425], [-2.5529, 0.1834, -4.4319], [-0.7861, -0.3009, -2.7137], [1.3343, -0.1115, -6.3450], [-1.9876, -2.2425, 2.7025], [5.7055, -2.6402, 2.6473], [-3.4548, -4.7669, 3.2095], [4.8274, -0.8860, 3.2836], [-0.4067, -4.2722, 0.5728], [-1.5688, 7.8454, 4.4422], [2.8991, 1.7168, -10.6338], [4.4427, 0.5625, -0.5363], [-2.7137, 4.6374, 7.1357], [4.8453, -1.5990, -8.9201], [0.6875, -2.8400, 1.1215], [-4.0607, -3.3599, 5.1999], [5.1336, 0.5742, -10.5353], [-2.1169, 7.2926, 7.0433], [-5.4271, -5.5186, 1.8479], [1.8507, 3.1694, 4.3359], [-6.7707, -3.0941, 5.1908], [3.4325, 1.8270, 2.9371], [-7.6509, -4.4855, 3.0318]]
}

Total energy for every record listed, in sequence, given in eV: -199891.81287 -187766.09784 -148725.87232 -55664.92393.